(1)
{
  "formula": "C39H42FLiN8O4S",
  "method": "ωB97M-V/def2-TZVPD",
  "de_lowest_kcal_mol": 2.9,
  "homo_lumo_gap_ev": 4.226,
  "symbols": ["C", "O", "C", "H", "F", "H", "H", "H", "C", "H", "O", "H", "N", "H", "C", "C", "N", "H", "C", "H", "C", "H", "N", "H", "H", "H", "O", "C", "C", "H", "C", "H", "C", "H", "C", "C", "H", "C", "H", "H", "H", "C", "C", "H", "H", "S", "H", "C", "Li", "H", "H", "N", "C", "C", "H", "N", "C", "H", "C", "N", "C", "C", "H", "C", "H", "H", "C", "C", "C", "H", "N", "H", "H", "C", "H", "H", "C", "C", "C", "C", "N", "H", "C", "O", "C", "C", "H", "C", "H", "C", "H", "C", "C", "H", "H", "H"],
  "positions_angstrom": [[-1.4269, -3.6252, -4.4675], [-1.4124, -3.3125, -1.6880], [-3.1405, -4.5705, 2.8118], [3.6113, 0.0273, 0.4172], [1.6761, 5.2459, -0.1894], [-2.8966, -7.6709, -0.5875], [-5.1054, -5.2982, 2.3146], [3.6518, 5.9810, -0.2605], [2.0490, 4.6889, 2.1336], [0.3680, -0.2599, 4.4824], [-0.8630, 1.0197, 0.4030], [-2.4537, -4.8091, -7.4681], [-1.7984, -0.3281, -2.7247], [-4.4933, -5.2922, -6.1114], [-1.3843, -0.0609, -5.0519], [1.0643, 0.5790, -2.3797], [2.9316, 5.7901, 2.3794], [-4.8101, -6.6549, 0.6522], [-2.5490, -3.9046, -3.6862], [2.2035, 4.0196, 4.1635], [-2.8197, -6.6338, -0.2770], [5.6021, 7.2367, 1.5251], [-4.1371, -4.7015, 0.5296], [-4.9057, -3.5788, 2.0747], [0.8100, 2.4959, 5.9582], [-2.3060, -6.0696, -1.0618], [-0.2819, -1.8301, 1.1737], [2.3403, 0.9627, 6.0418], [-0.2531, 1.1223, 1.4512], [0.2546, 3.0044, -0.2720], [-1.3994, -3.9184, -5.8229], [-0.6643, 0.2219, -5.8312], [-4.3986, -4.5548, 1.9474], [4.9605, 4.4442, 1.0860], [-0.3746, -1.3894, 2.3305], [3.9093, 6.8383, 0.3633], [4.0043, 7.7797, -0.2117], [-2.5173, -3.6623, -2.1892], [-3.6497, -1.1175, -2.1862], [-4.5339, -4.6682, -3.6985], [4.2403, 4.5491, 3.4702], [-3.7505, -3.6505, -0.2310], [1.8052, -0.6395, -0.5868], [-3.3216, -4.2246, 3.8340], [-2.9416, -0.6613, -6.4234], [-3.5367, -2.0815, 0.4391], [-2.1827, -6.5970, 0.6040], [2.8883, 0.2013, -0.3729], [-1.1778, -1.7853, -0.5216], [5.9822, 6.4007, 0.1495], [3.2900, 7.8002, 2.1573], [0.1984, 0.6918, -3.4723], [0.6925, 3.2827, 0.6942], [2.0989, 1.4976, -2.2312], [-4.5127, -1.2471, -4.5386], [0.9941, 1.6795, 3.9853], [-1.0335, 0.0476, -3.7169], [2.5827, 0.0268, 5.5581], [-0.1362, 0.1324, 2.5088], [-3.6265, -3.9444, -1.5552], [-2.5016, -4.5156, -6.4271], [1.0839, 2.6321, 2.9864], [6.2769, 5.0845, 2.1692], [1.8248, 3.7937, 3.1660], [2.1382, 2.3801, -2.8681], [-0.5106, -3.7505, -6.4120], [2.9784, 6.9480, 1.5417], [1.4576, 1.9378, 5.3079], [-3.6767, -4.4464, -4.2894], [0.5596, 1.1971, -4.2730], [5.3028, 6.5029, 0.8957], [-2.3940, -3.8971, 2.3814], [3.7621, 2.0611, -1.0251], [2.9787, 1.3159, -1.2102], [-2.7127, -5.5715, 2.9116], [3.5295, 2.0616, 4.5733], [-4.2178, -6.0516, -0.0501], [2.9461, 2.2073, 5.4793], [-3.5006, -0.8695, -4.3512], [-3.6463, -4.7783, -5.6474], [0.9162, -0.4514, -1.5725], [1.9660, 7.1343, 1.1801], [-2.6495, -0.5218, -5.3844], [-0.4630, -1.9955, 3.3942], [4.2378, 5.4311, 2.8567], [0.3932, 0.4823, 3.6953], [-4.7438, -6.0279, -1.0078], [0.4909, 2.3825, 1.7432], [4.6199, 6.2387, 3.5037], [-3.0188, -0.8335, -3.0428], [1.6184, -1.4995, 0.0443], [5.2614, 5.2586, 1.7194], [1.4657, 4.4126, 0.9046], [2.1936, 0.8812, 7.1327], [-0.5709, -3.1911, -3.9775], [3.1899, 3.0331, 6.1273]],
  "forces_ev_per_angstrom": [[-0.095, -0.072, 0.227], [-0.333, 0.199, -0.163], [0.339, 0.043, 0.015], [-0.179, -0.038, -0.059], [-0.015, -0.300, 0.581], [0.003, -0.237, -0.138], [-0.042, -0.286, -0.406], [-0.072, 0.356, -0.145], [0.180, 0.234, -0.178], [0.126, 0.000, 0.036], [-0.035, -0.146, -0.047], [-0.117, 0.024, -0.015], [-1.153, -0.764, 0.381], [0.184, 0.272, 0.189], [-0.242, -0.055, -1.214], [-0.665, -0.651, -0.743], [0.064, -0.726, 0.362], [0.248, 0.090, -0.181], [0.048, 0.022, -0.023], [-0.043, 0.052, -0.470], [-0.042, 0.048, -0.205], [0.256, 0.515, -0.001], [-0.305, -0.154, -0.301], [0.321, -0.403, -0.029], [-0.367, 0.329, -0.006], [-0.126, -0.132, 0.120], [-0.134, -0.132, -0.904], [-0.252, -0.203, 0.532], [0.020, 0.033, 0.130], [0.197, 0.337, 0.326], [-0.360, -0.280, -0.014], [-0.319, -0.162, 0.316], [-0.236, 1.130, 0.759], [0.053, -0.383, -0.415], [0.264, 0.628, 0.629], [0.884, -0.038, -0.548], [-0.158, -0.580, 0.236], [0.880, -0.021, -0.246], [0.405, -0.015, -0.404], [-0.484, -0.081, 0.391], [-0.150, -0.437, 0.063], [-0.068, -0.060, 0.226], [0.088, 0.069, -0.241], [-0.232, 0.065, -0.152], [0.034, 0.174, 0.190], [-0.248, -0.461, -0.371], [-0.152, 0.069, 0.214], [-0.285, 0.256, -0.182], [0.015, -0.006, 0.030], [0.069, 0.146, -0.175], [-0.070, 0.110, 0.027], [0.317, 0.243, 0.262], [0.059, 0.072, 0.318], [-0.356, 0.868, -0.463], [0.491, 0.143, 0.062], [-0.424, 0.026, -0.023], [0.734, 0.420, -0.098], [-0.010, 0.014, -0.042], [-0.010, -0.239, -0.505], [-0.248, 0.272, 0.324], [-0.494, -0.058, 0.772], [0.174, -0.255, 0.042], [-0.868, 0.103, -0.680], [0.013, 0.515, 0.633], [0.052, -0.178, 0.066], [0.150, 0.169, 0.008], [-0.877, 0.281, 0.075], [1.085, -0.017, 0.179], [0.610, -0.299, -1.058], [-0.096, -0.136, 0.409], [-0.602, -0.220, 0.281], [-0.008, -0.122, 0.103], [-0.184, -0.271, -0.190], [1.064, 0.083, 0.843], [0.000, -0.021, -0.215], [0.020, 0.195, 0.234], [0.430, 0.142, 0.266], [-0.539, -0.218, -0.116], [-0.497, -0.540, 0.536], [0.327, 0.052, -0.359], [0.091, -0.499, 0.570], [0.199, 0.249, -0.059], [0.399, 0.048, 0.034], [-0.267, -0.641, 0.464], [0.774, 0.991, -0.148], [-0.125, -0.123, -0.075], [-0.005, 0.170, 0.136], [0.216, 0.213, -0.407], [-0.104, -0.006, -0.002], [0.221, 0.997, 0.068], [0.004, 0.039, 0.010], [0.625, -0.429, 1.293], [-0.596, -0.556, -1.007], [0.043, 0.084, -0.769], [0.159, 0.050, 0.123], [0.356, 0.009, 0.098]],
  "lowdin_charge": [-0.037, -0.116, -0.084, 0.096, 0.004, 0.064, 0.105, 0.125, -0.156, 0.139, 0.074, 0.089, 0.149, 0.095, -0.038, -0.316, -0.087, 0.110, -0.146, 0.113, -0.064, 0.168, -0.124, 0.079, 0.147, 0.066, -0.120, -0.083, -0.320, 0.142, -0.097, 0.110, -0.267, 0.131, -0.671, -0.073, 0.148, -0.546, 0.073, 0.095, 0.117, -0.736, -0.114, 0.074, 0.109, 0.637, 0.069, -0.070, 0.530, 0.179, 0.135, 0.118, 0.084, -0.052, 0.113, -0.006, -0.332, 0.111, -0.009, 0.077, -0.101, -0.124, 0.154, 0.042, 0.108, 0.094, -0.161, -0.256, -0.038, 0.128, 0.060, 0.049, 0.094, -0.118, 0.064, 0.108, -0.193, -0.124, -0.074, -0.083, 0.146, 0.146, -0.079, -0.003, -0.146, 0.029, 0.107, -0.038, 0.136, -0.115, 0.102, -0.085, -0.167, 0.117, 0.111, 0.098]
}

(2)
{
  "formula": "C39H42N4O5OsSb2",
  "method": "ωB97M-V/def2-TZVPD",
  "total_charge": 2,
  "homo_lumo_gap_ev": 5.907,
  "symbols": ["H", "C", "H", "C", "H", "H", "O", "C", "H", "C", "O", "H", "C", "H", "H", "C", "C", "H", "C", "H", "C", "C", "C", "H", "H", "Sb", "H", "H", "H", "H", "H", "C", "H", "H", "C", "N", "O", "N", "C", "C", "C", "C", "H", "Os", "C", "H", "H", "H", "C", "H", "H", "C", "H", "C", "C", "C", "N", "H", "C", "C", "N", "C", "C", "H", "C", "H", "H", "H", "H", "C", "H", "C", "H", "C", "H", "C", "H", "H", "C", "H", "H", "Sb", "C", "C", "O", "H", "C", "O", "C", "H", "C", "H", "C"],
  "positions_angstrom": [[2.2866, -2.5863, -1.7527], [-0.5519, 1.8340, -3.0842], [-4.5129, -0.2436, -2.8645], [2.5391, 2.9443, 0.1030], [6.3869, 1.1875, -4.7666], [-4.4813, -0.2666, 0.7833], [-1.3216, -0.0449, 1.4642], [-6.7196, -2.7201, -2.1969], [-7.7123, -3.0515, -2.4708], [-5.9742, -3.4534, -1.2814], [-1.4632, 5.8034, 0.4485], [3.8541, -1.7536, -2.9940], [3.5008, 1.6233, -3.0594], [1.5910, -1.9853, 2.0837], [-4.2862, -1.3664, 4.6399], [-0.9802, 2.2880, 0.9708], [0.3474, -2.9738, -0.9163], [0.8800, 1.5034, 5.8545], [-0.8650, 0.3819, -5.4246], [-1.8642, 3.2756, -3.9783], [3.2054, 0.2942, -2.7684], [-2.3315, -2.2518, 2.0082], [4.0615, -0.7110, -3.2034], [-2.1630, 1.9658, -6.0557], [4.0613, 0.0443, 6.3421], [1.4144, -0.1116, -1.7284], [-1.6444, -3.7641, -0.6023], [-1.6558, -3.0335, 1.6855], [4.9759, -1.8463, 3.3971], [-0.8644, 6.5244, 0.2122], [-2.6626, 3.6242, 1.0410], [-1.5288, 1.5886, -5.2645], [2.5101, 2.0570, 6.2522], [-0.4403, 2.4077, -2.1679], [4.5202, -0.8622, 3.3058], [2.4823, 0.4149, 4.9856], [3.2263, 3.8903, -0.1961], [0.3432, 2.1042, 0.7537], [0.1072, 0.6150, -3.2330], [-0.0371, -0.0990, -4.4158], [1.2601, -2.2556, -1.9209], [2.6070, -1.6067, 2.0007], [1.0036, -2.5289, -2.9454], [1.4900, 0.4085, 0.9163], [-3.0317, -2.3647, 3.1411], [-0.9783, -0.1825, -6.3407], [0.6851, -4.0118, -0.8463], [1.1918, 5.2460, -0.0105], [-1.6010, 3.5182, 0.8690], [-1.3282, -3.3281, -2.2672], [2.7698, -0.9694, 1.0491], [-6.1935, -1.5690, -2.7638], [-6.7747, -1.0019, -3.4787], [0.5212, 4.4451, 0.2797], [2.2625, -0.0185, 3.7441], [1.8857, 1.6595, 5.4552], [1.2892, 0.4520, 2.9663], [4.8929, -0.3699, 2.4033], [-1.1506, -3.0227, -1.2329], [-1.8022, 1.1090, 1.2417], [3.0569, -0.9997, 3.2271], [-3.6603, -0.1506, 1.4941], [-3.8779, -1.2781, 3.6421], [0.6674, 1.0837, 3.4538], [-4.1623, -1.8773, -1.5008], [4.8055, -0.2630, 4.1622], [-4.1213, -3.6258, -0.2308], [5.8671, -1.1739, -4.2625], [-4.7521, 0.6153, 3.2640], [-4.9184, -1.1436, -2.4137], [0.4993, -1.0276, -4.5736], [5.4958, 0.9373, -4.2067], [2.8471, 2.4245, -2.7303], [-1.3633, 2.3229, -4.0955], [4.8710, 2.9798, -3.9889], [-4.1387, -0.2013, 2.9050], [3.3040, -1.4060, 5.6429], [-6.3866, -4.3526, -0.8433], [-4.6972, -3.0369, -0.9374], [1.8595, 2.3938, 4.6518], [2.4521, -0.4666, 6.8742], [-2.2207, -1.1693, -1.0555], [3.1223, -0.4037, 6.0167], [5.2057, -0.3880, -3.9225], [-3.0859, 1.1992, 1.2055], [0.5038, -2.5419, 0.0797], [1.0628, 3.1812, 0.4072], [2.8957, 1.7007, 0.1572], [-0.8330, 4.6342, 0.5258], [-2.9564, -3.2661, 3.7357], [4.6435, 1.9443, -3.7735], [3.2676, -2.4402, 1.7667], [-2.4851, -1.0604, 1.1566]],
  "forces_ev_per_angstrom": [[0.006, -0.028, -0.022], [0.017, -0.082, 0.132], [-0.017, -0.013, 0.009], [-0.089, 0.065, 0.003], [0.000, -0.001, -0.001], [0.004, 0.057, -0.014], [0.108, -0.013, -0.016], [0.006, -0.005, 0.003], [-0.001, 0.004, 0.002], [0.001, 0.008, -0.006], [-0.005, 0.011, -0.004], [-0.001, 0.005, -0.022], [-0.018, 0.028, 0.028], [0.017, -0.076, 0.053], [-0.006, 0.000, -0.003], [0.020, 0.039, 0.008], [0.052, -0.044, -0.010], [-0.005, 0.002, -0.006], [0.052, -0.036, 0.036], [-0.001, -0.011, -0.001], [0.043, -0.082, -0.019], [0.013, -0.011, 0.052], [0.012, -0.017, 0.034], [0.001, 0.000, 0.005], [0.002, -0.004, -0.004], [0.163, -0.538, 0.215], [-0.034, -0.002, -0.021], [-0.013, -0.007, -0.012], [0.002, 0.000, 0.007], [-0.002, -0.003, -0.006], [0.005, -0.007, 0.005], [0.001, 0.069, 0.047], [-0.004, 0.005, 0.000], [0.005, 0.008, -0.010], [-0.011, -0.029, -0.005], [0.014, -0.015, 0.080], [0.029, -0.020, -0.041], [0.072, -0.079, -0.100], [-0.086, 0.201, 0.204], [-0.057, -0.035, -0.048], [-0.217, 0.068, -0.019], [-0.189, 0.245, 0.013], [0.022, 0.006, -0.007], [-0.989, -0.176, -0.839], [0.026, -0.028, -0.044], [0.006, 0.003, -0.004], [0.043, 0.005, 0.010], [-0.002, 0.001, 0.007], [0.014, -0.024, 0.004], [0.035, -0.011, -0.003], [0.290, 0.154, -0.191], [-0.014, 0.005, 0.003], [0.005, -0.004, -0.003], [0.001, 0.011, 0.043], [-0.247, -0.028, -0.039], [-0.004, -0.031, 0.007], [0.504, 0.334, 0.389], [0.003, -0.001, 0.004], [0.084, 0.105, 0.089], [0.001, -0.018, 0.085], [0.205, -0.048, -0.073], [0.035, 0.022, 0.033], [-0.001, 0.052, 0.025], [-0.001, -0.003, 0.002], [0.003, -0.069, 0.102], [-0.010, 0.012, 0.010], [-0.003, 0.002, -0.009], [-0.001, -0.001, 0.000], [-0.044, -0.022, -0.029], [-0.003, 0.018, 0.008], [-0.008, 0.000, 0.000], [0.005, -0.004, 0.002], [0.003, -0.003, -0.010], [-0.042, -0.021, -0.085], [-0.006, 0.000, 0.000], [0.017, -0.032, 0.007], [0.000, -0.002, 0.000], [0.002, 0.000, -0.001], [0.019, -0.003, 0.021], [0.003, 0.005, 0.005], [0.006, -0.003, 0.006], [0.024, 0.078, -0.418], [-0.014, 0.011, -0.014], [0.008, 0.001, -0.003], [0.022, -0.009, -0.042], [-0.024, -0.013, 0.043], [0.009, -0.008, 0.034], [0.101, 0.024, 0.531], [0.002, 0.006, -0.010], [0.015, 0.008, 0.008], [0.014, -0.015, -0.001], [-0.019, 0.002, -0.121], [0.015, 0.053, -0.075]],
  "lowdin_charge": [0.047, -0.154, 0.090, -0.595, 0.112, 0.161, 0.012, -0.058, 0.115, -0.066, 0.136, 0.084, -0.126, 0.084, 0.123, -0.141, -0.375, 0.103, -0.063, 0.109, -0.366, -0.058, -0.121, 0.113, 0.103, 1.476, 0.052, 0.108, 0.105, 0.144, 0.152, -0.065, 0.104, 0.081, -0.004, -0.127, 0.112, -0.023, -0.418, -0.121, -0.350, -0.115, 0.061, 0.948, -0.021, 0.114, 0.115, 0.151, 0.123, 0.071, 0.032, -0.067, 0.113, 0.118, -0.413, -0.021, -0.013, 0.108, -0.363, -0.336, -0.145, -0.182, -0.029, 0.064, -0.419, 0.084, 0.094, 0.110, 0.133, -0.142, 0.098, -0.064, 0.096, -0.075, 0.114, 0.005, 0.096, 0.113, -0.124, 0.096, 0.104, 1.605, -0.017, -0.072, 0.126, 0.050, -0.149, -0.234, -0.261, 0.123, -0.059, 0.121, -0.361]
}